C3H7N3O | ωB97M-V with the def2-TZVPD basis set

Relative energy (zero: lowest compared OMol25 entry of this formula, charge and spin) = 434.64 kJ/mol
Spin multiplicity = 1
E_LUMO = 0.91 eV
E = -357.8843 hartree

Structure (XYZ):
```
14
Properties=species:S:1:pos:R:3:forces:R:3
C 1.18090 1.07147 0.94815 -2.422 -0.585 1.708
C 0.04120 1.76811 1.80679 3.427 -0.826 1.811
C -1.25712 -1.01031 -1.70115 1.026 -0.830 -3.599
N 1.66839 -2.74577 -0.64163 -0.810 0.004 -0.544
N 0.69688 -2.19022 -0.85754 1.794 -0.571 -0.041
N -0.23514 -1.45871 -0.82438 -1.490 0.450 1.252
O 0.90405 0.57356 -0.10642 0.683 1.009 -0.407
H 2.10037 0.82168 1.47229 0.777 0.345 -0.022
H 0.24135 1.74365 2.97159 -0.437 -0.173 -2.460
H -0.85347 1.33593 1.50342 -1.660 -0.949 -0.188
H 0.01867 2.76981 1.50806 -0.054 1.804 -0.310
H -1.93325 -1.82764 -1.99698 -0.442 0.393 0.854
H -1.68385 -0.10357 -1.31481 -0.460 -0.050 0.370
H -0.88898 -0.74798 -2.76739 0.067 -0.021 1.576
```
Positions in Å, forces in eV/Å.

Atomic partial charges in e from the natural (NBO) method, atoms 1 to 5: 0.44, -0.71, -0.43, -0.15, 0.27